# C4H8N4O2

The molecule C4H8N4O2 in a non-equilibrium geometry (ωB97M-V/def2-TZVPD, OMol25).

Element x y z (Å)
O (2.957482, -0.939588, -0.821239)
N (1.998978, -1.455801, -0.327961)
N (1.120171, -0.724068, 0.252006)
C (1.302735, 0.717628, 0.149148)
C (-0.006281, 1.469069, 0.184287)
C (-1.081581, 0.661858, -0.569904)
N (-1.301663, -0.537058, 0.253942)
N (-2.311646, -1.345974, -0.077284)
O (-3.195864, -0.786448, -0.663634)
C (-0.109099, -1.329600, 0.751012)
H (2.046605, 1.106808, 0.867478)
H (1.862033, 0.900732, -0.730241)
H (0.154848, 2.393609, -0.462274)
H (-0.460179, 1.803109, 1.113152)
H (-1.976398, 1.262788, -0.585998)
H (-0.848688, 0.407853, -1.560117)
H (-0.062454, -1.277395, 1.809729)
H (-0.089005, -2.327526, 0.417896)

Atoms 1-3, force components in eV/Å:
1.08 1.19 -0.24
-0.55 -3.64 -0.34
-0.59 2.24 0.19

The value obtained for the frontier orbital gap is 9.9 eV. The calculation puts the HOMO energy at -9.283 eV. For the relative energy (zero: lowest compared OMol25 entry of this formula, charge and spin), the calculation gives 113.54 kcal/mol. Its SMILES is O=NN1CCCN(N=O)C1. For the electronic energy, the calculation gives -526.55084 a.u.

These are the Mulliken partial charges, in e, on atoms 1 to 5: -0.51 -0.31 0.69 -0.80 -0.39

***

# C22H15Cl5FeN2O3

A structure of composition C22H15Cl5FeN2O3 in a non-equilibrium geometry (ωB97M-V/def2-TZVPD, OMol25).

Element x y z (Å)
Fe (0.025506, -0.309303, 0.251347)
C (-1.771670, -1.424608, 3.524203)
C (-0.510668, -1.698560, 2.725103)
C (0.559643, -2.399945, 3.537951)
O (0.004588, -0.415380, 2.226546)
C (-0.869565, -2.527063, 1.498914)
O (-1.270720, -3.651210, 1.587454)
O (-0.748354, -1.890477, 0.333650)
H (-1.540179, -0.821376, 4.402497)
H (-2.202109, -2.371478, 3.844334)
H (-2.509376, -0.899200, 2.915498)
H (0.783757, -1.837513, 4.446818)
H (1.473095, -2.532312, 2.954690)
H (0.196750, -3.385983, 3.820124)
H (0.860687, -0.244210, 2.640848)
C (0.351521, -0.746316, -3.928439)
C (0.440138, -0.984123, -2.551265)
N (-0.174500, -0.211658, -1.673786)
C (-0.930522, 0.818930, -2.116979)
C (-1.082918, 1.125215, -3.465944)
C (-0.398255, 0.308159, -4.385149)
C (-1.926695, 2.231436, -3.830223)
C (-2.574117, 2.954975, -2.890776)
C (-2.433261, 2.647119, -1.493257)
C (-3.067139, 3.349317, -0.450736)
C (-2.851744, 2.973510, 0.852145)
C (-1.997362, 1.897589, 1.124897)
N (-1.393010, 1.226789, 0.162583)
C (-1.609256, 1.588023, -1.121688)
H (0.877397, -1.398046, -4.610625)
H (1.005314, -1.816761, -2.152607)
H (-0.476499, 0.512373, -5.445608)
H (-2.037808, 2.469166, -4.880082)
H (-3.213542, 3.780215, -3.175546)
H (-3.719838, 4.181087, -0.684614)
H (-3.328106, 3.493829, 1.670292)
H (-1.796315, 1.576790, 2.139260)
Cl (1.568720, 2.015534, 0.157601)
C (2.603920, 0.609788, 0.191123)
C (1.942689, -0.599242, 0.197133)
C (2.712302, -1.757424, 0.199090)
Cl (1.964805, -3.310590, 0.155049)
C (4.110158, -1.676804, 0.216458)
Cl (5.053860, -3.106483, 0.229774)
C (4.744106, -0.431753, 0.221334)
Cl (6.453328, -0.330896, 0.250946)
C (3.985192, 0.735538, 0.199038)
Cl (4.716061, 2.283336, 0.180611)

Atoms 1-3, force components in eV/Å:
0.05 1.00 0.09
0.01 0.08 0.00
-0.01 -0.18 0.16

The value obtained for the frontier orbital gap (spin up / spin down) is 7.6 / 7.7 eV. The calculation puts the HOMO energy (spin up / spin down) at -11.857 / -11.845 eV. The spin multiplicity is 2. For the relative energy (zero: lowest compared OMol25 entry of this formula, charge and spin), the calculation gives 0.00 kcal/mol. Its charge is +1. For the electronic energy, the calculation gives -4747.10689 a.u.

These are the Mulliken partial charges, in e, on atoms 1 to 5: -0.20 -1.79 1.83 -1.69 -0.44

***

# C13H35NO5

A cluster of 5 separate species, C13H35NO5 in total in a non-equilibrium geometry (ωB97M-V/def2-TZVPD, OMol25).

Element x y z (Å)
C (-29.849012, 6.858167, 15.056350)
C (-30.168454, 8.225264, 14.451676)
C (-31.632584, 8.595819, 14.804458)
C (-29.200935, 9.241973, 15.044169)
C (-29.212152, 10.576328, 14.299609)
C (-28.914585, 10.341156, 12.836344)
C (-29.865027, 9.326970, 12.173329)
C (-31.222688, 9.988317, 11.933219)
C (-29.257184, 8.949711, 10.835602)
N (-29.926780, 8.135455, 13.007428)
O (-30.860601, 7.215909, 12.454634)
H (-30.090969, 6.839862, 16.120135)
H (-30.393798, 6.048672, 14.573301)
H (-28.782162, 6.638480, 14.953637)
H (-31.746066, 9.643792, 15.076045)
H (-32.317526, 8.331913, 13.999994)
H (-31.975612, 7.997444, 15.653873)
H (-29.448013, 9.391942, 16.095232)
H (-28.184097, 8.848159, 14.958733)
H (-30.134904, 11.135700, 14.457774)
H (-28.409487, 11.202596, 14.704273)
H (-27.886252, 10.005848, 12.688372)
H (-29.046751, 11.271945, 12.276356)
H (-31.231315, 10.780702, 11.188373)
H (-31.662087, 10.354310, 12.865319)
H (-31.960272, 9.233315, 11.632999)
H (-28.304670, 8.431824, 10.968195)
H (-29.070950, 9.849453, 10.244478)
H (-29.919954, 8.307815, 10.249632)
H (-30.298896, 6.543561, 12.058116)
C (-31.678189, 8.622844, 6.692671)
O (-32.520899, 9.268445, 5.748314)
H (-30.619208, 8.701080, 6.421054)
H (-31.837680, 9.071033, 7.668482)
H (-31.880467, 7.546143, 6.763882)
H (-32.467522, 8.790178, 4.916833)
C (-36.226819, 13.728756, 10.025218)
O (-36.443772, 14.361755, 11.281739)
H (-35.186494, 13.838285, 9.719519)
H (-36.440870, 12.666887, 10.154507)
H (-36.906623, 14.135523, 9.276054)
H (-35.714449, 14.952789, 11.477806)
C (-32.986188, 12.124093, 8.361260)
O (-32.801289, 11.949474, 6.969709)
H (-32.207160, 11.613176, 8.935285)
H (-32.907089, 13.194562, 8.556675)
H (-33.985757, 11.800722, 8.667840)
H (-32.801940, 11.004402, 6.781375)
C (-32.998324, 15.214441, 6.168493)
O (-33.373186, 16.329744, 5.355132)
H (-32.435949, 15.591034, 7.016915)
H (-33.868438, 14.654521, 6.524447)
H (-32.380484, 14.502420, 5.616565)
H (-33.696520, 15.990534, 4.516719)

Atoms 1-3, force components in eV/Å:
0.35 -0.23 0.00
-0.65 -0.08 0.23
-0.12 -0.42 0.18

The value obtained for the frontier orbital gap is 9.2 eV. The calculation puts the HOMO energy at -8.674 eV. For the relative energy (zero: lowest compared OMol25 entry of this formula, charge and spin), the calculation gives 0.00 kcal/mol. Its SMILES is CC1(C)CCCC(C)(C)N1O.CO.CO.CO.CO. For the electronic energy, the calculation gives -947.15257 a.u.

These are the Mulliken partial charges, in e, on atoms 1 to 5: -1.95 1.75 -1.67 -1.30 -0.58

***

# C15H17F3N2S2SiTa

A structure of composition C15H17F3N2S2SiTa in a non-equilibrium geometry (ωB97M-V/def2-TZVPD, OMol25).

Element x y z (Å)
Ta (-0.532850, 1.872660, 0.438427)
C (-1.682842, -5.170835, 0.576489)
Si (-0.669568, -3.647006, 0.990592)
C (-0.535320, -3.412236, 2.852186)
C (1.001904, -3.660947, 0.127127)
C (-1.623716, -2.159398, 0.229237)
C (-2.777342, -2.342956, -0.533267)
C (-3.437318, -1.280168, -1.140854)
C (-2.929756, -0.012346, -0.979303)
N (-1.826656, 0.193988, -0.253871)
C (-1.188276, -0.839028, 0.331050)
S (0.231448, -0.307275, 1.249244)
H (-1.197615, -6.056795, 0.991152)
H (-1.771951, -5.326511, -0.500495)
H (-2.687402, -5.122734, 1.001841)
H (-0.237652, -4.351309, 3.323945)
H (-1.487954, -3.109422, 3.290440)
H (0.210563, -2.664724, 3.117434)
H (1.587160, -4.532745, 0.427459)
H (1.586674, -2.772920, 0.371847)
H (0.885322, -3.699051, -0.957439)
H (-3.173679, -3.344669, -0.646636)
H (-4.331041, -1.435909, -1.726910)
H (-3.391263, 0.858834, -1.424106)
F (1.906583, 3.941610, -3.971900)
C (2.859787, 3.418454, -3.188805)
F (2.891347, 2.092260, -3.412833)
F (4.034894, 3.926766, -3.575281)
C (2.605129, 3.699405, -1.728267)
C (3.507691, 4.429703, -0.976235)
C (3.270613, 4.636226, 0.378890)
C (2.150203, 4.071881, 0.943481)
N (1.276319, 3.360770, 0.222734)
C (1.462154, 3.191317, -1.104220)
S (0.163416, 2.348348, -1.897813)
H (4.388723, 4.840288, -1.450058)
H (3.951631, 5.217419, 0.981801)
H (1.920217, 4.187364, 1.994472)
C (-1.851960, 2.802541, 1.629934)
H (-2.491966, 3.638463, 1.334975)
H (-2.065648, 2.520688, 2.663534)

Atoms 1-3, force components in eV/Å:
-0.67 0.26 1.21
0.14 0.16 0.04
0.00 0.00 -0.04

The value obtained for the frontier orbital gap is 7.3 eV. The calculation puts the HOMO energy at -11.987 eV. For the relative energy (zero: lowest compared OMol25 entry of this formula, charge and spin), the calculation gives 0.00 kcal/mol. Its charge is +1. For the electronic energy, the calculation gives -2133.63116 a.u.

These are the Mulliken partial charges, in e, on atoms 1 to 5: 0.84 -1.09 0.12 -1.00 -0.98

***

# C3H6Cl2P

A cluster of 2 separate species, C3H6Cl2P in total in a non-equilibrium geometry (ωB97M-V/def2-TZVPD, OMol25).

Element x y z (Å)
C (1.143982, -1.493288, 0.949133)
C (0.257265, -1.455624, 0.025822)
C (-1.223422, 1.278829, -0.507608)
P (-1.414368, -0.462365, -0.000516)
Cl (0.259955, 0.154120, 3.230246)
Cl (-2.513890, -1.434501, -1.273239)
H (2.074814, -1.777243, 1.147581)
H (0.703073, -0.783714, 2.230568)
H (0.279818, -1.893156, -0.863983)
H (-2.278742, 1.745530, -0.577174)
H (-0.822504, 1.521801, -1.615231)
H (-0.539866, 1.743743, 0.112130)

Atoms 1-3, force components in eV/Å:
-3.97 1.30 -0.81
-1.07 2.78 3.62
-2.05 -0.08 -4.27

The value obtained for the frontier orbital gap (spin up / spin down) is 7.8 / 6.5 eV. The calculation puts the HOMO energy (spin up / spin down) at -14.771 / -14.330 eV. For the relative energy (zero: lowest compared OMol25 entry of this formula, charge and spin), the calculation gives 111.74 kcal/mol. Its charge is +1. For the electronic energy, the calculation gives -1379.20802 a.u.

These are the Mulliken partial charges, in e, on atoms 1 to 5: -0.43 -0.23 -0.81 0.64 -0.21

***

# C6H13N2Si

A cluster of 2 separate species, C6H13N2Si in total in a non-equilibrium geometry (ωB97M-V/def2-TZVPD, OMol25).

Element x y z (Å)
C (-1.625722, -0.363847, 3.268232)
C (-0.684629, -0.006092, 2.343503)
C (-2.290077, -1.040699, 1.282394)
C (-0.373211, 0.876654, -2.102869)
C (1.585696, -1.383609, -1.065497)
C (2.604218, 1.797341, -1.805837)
N (-2.549919, -1.016495, 2.587045)
N (-1.080848, -0.519798, 1.095305)
Si (1.380334, 0.410472, -1.575867)
H (-1.766278, -0.326076, 4.315023)
H (0.253820, 0.457596, 2.532338)
H (-2.977422, -1.482628, 0.634723)
H (-0.465751, 1.779356, -2.636158)
H (-1.034443, 0.108088, -2.629785)
H (-0.929106, 1.021075, -1.086394)
H (1.165895, -2.003954, -1.856281)
H (2.628210, -1.549659, -0.644567)
H (0.952282, -1.466234, -0.161951)
H (3.563652, 1.573795, -1.433667)
H (2.789641, 1.962914, -2.909237)
H (2.220107, 2.697591, -1.171914)
H (-3.366450, -1.525792, 3.021461)

Atoms 1-3, force components in eV/Å:
1.21 0.39 0.23
-0.80 -1.28 -0.61
2.46 0.43 1.04

The value obtained for the frontier orbital gap is 7.1 eV. The calculation puts the HOMO energy at -11.941 eV. For the relative energy (zero: lowest compared OMol25 entry of this formula, charge and spin), the calculation gives 42.19 kcal/mol. Its charge is +1. For the electronic energy, the calculation gives -635.14185 a.u.

These are the Mulliken partial charges, in e, on atoms 1 to 5: -0.34 -0.44 -0.29 -0.91 -0.79